DFT (ωB97M-V/def2-TZVPD) results for a structure of composition C31H41N4OPRuS in a non-equilibrium geometry.

Structure (ORCA input):
```
! RIJCOSX wB97M-V def2-TZVPD def2/J DEFGRID3
* xyz 1 2
Ru -0.23152 -1.01517 0.88691
C 4.82988 -1.21237 0.11841
C 3.45168 -1.29887 0.77071
C 3.42848 -0.77287 2.20671
P 1.97578 -0.55297 -0.12029
C 2.38938 -0.64937 -1.94399
C 2.43518 -2.08507 -2.45529
C 1.30788 0.12763 -2.68609
C 2.06148 1.24643 0.17401
C 3.26228 1.92763 0.28241
C 3.32598 3.28613 0.58211
C 4.62368 3.98803 0.81261
C 2.12128 3.98813 0.70711
C 0.91638 3.35843 0.55871
C 0.83318 1.95893 0.32051
N -0.34362 1.32643 0.32571
C -1.53422 1.99243 0.17781
C -2.50252 1.90123 1.20681
C -2.19382 1.11823 2.44161
C -3.69852 2.58283 1.09491
C -4.00832 3.34003 -0.02989
C -5.30012 4.08353 -0.12739
C -3.06832 3.39583 -1.05519
C -1.84202 2.76403 -0.97379
C -0.91222 2.82603 -2.14759
H 5.52568 -1.83737 0.67581
H 5.23478 -0.20547 0.11751
H 4.80938 -1.57487 -0.90529
H 3.18658 -2.36577 0.81741
H 3.77638 0.25683 2.26011
H 4.05718 -1.38037 2.85481
H 2.40228 -0.80827 2.59331
H 3.36338 -0.16627 -2.08319
H 1.44338 -2.53107 -2.41099
H 3.12808 -2.70847 -1.89489
H 2.75468 -2.09027 -3.49569
H 0.31738 -0.20337 -2.35339
H 1.38438 -0.03617 -3.75929
H 1.40438 1.19293 -2.49379
H 4.18898 1.39673 0.13491
H 5.47418 3.35523 0.57431
H 4.70048 4.28293 1.86051
H 4.68088 4.89953 0.21981
H 2.15528 5.04223 0.94121
H -0.00762 3.90563 0.67811
H -1.27372 1.46853 2.91441
H -2.05572 0.05453 2.17571
H -3.00432 1.19133 3.16241
H -4.40652 2.53673 1.91041
H -6.00292 3.74023 0.62721
H -5.74752 3.96503 -1.11229
H -5.12642 5.14893 0.02681
H -3.30672 3.95843 -1.94739
H -1.28822 3.52013 -2.89509
H -0.83702 1.83973 -2.60259
H 0.08868 3.14493 -1.86279
C -4.18782 -1.11977 -1.85629
C -3.20352 -1.62357 -0.83669
O -2.16052 -1.02127 -0.60969
N -3.55602 -2.75147 -0.19509
C -2.74972 -3.32977 0.86491
C -1.54402 -4.08087 0.34871
C -1.59802 -5.43987 0.06491
C -0.45292 -6.08567 -0.37479
C 0.71618 -5.35027 -0.48999
C 0.67738 -4.00097 -0.18659
N -0.42622 -3.37157 0.19611
H -3.88342 -0.12747 -2.17649
H -5.19172 -1.07477 -1.44279
H -4.20132 -1.77787 -2.72149
H -4.38532 -3.24527 -0.48599
H -3.37632 -3.99257 1.46111
H -2.37582 -2.50367 1.49531
H -2.52272 -5.97947 0.20081
H -0.46552 -7.13997 -0.60169
H 1.64198 -5.81257 -0.79129
H 1.56658 -3.38957 -0.23789
S -0.31752 -0.74517 5.56481
C -0.21042 -1.16407 4.04471
N -0.14032 -1.49027 2.90951
*
```

energy relative to the best compared isomer or geometry (same formula, charge and spin)	50.72	kcal per mole
gap between HOMO and LUMO (spin up / spin down)	4.674 / 5.104	eV
lowest unoccupied orbital energy (spin up / spin down)	-0.17646 / -0.16452	hartree
expectation value of S²	0.8477
highest occupied orbital energy (spin up / spin down)	-9.48 / -9.58	eV

Atomic partial charges in e from the Löwdin method, atoms 1 to 4: number 1, Ru, carries 1.096; number 2, C, carries -0.087; number 3, C, carries -0.515; number 4, C, carries -0.107


DFT (ωB97M-V/def2-TZVPD) results for a structure of composition C31H42BrCl2IMnNO4S.

Structure (ORCA input):
```
! RIJCOSX wB97M-V def2-TZVPD def2/J DEFGRID3
* xyz 0 5
Mn 0.36670 1.70080 0.44003
C -1.82824 -5.43224 2.42270
C -2.50240 -4.87023 1.17165
C -4.01730 -4.83221 1.41563
C -2.20120 -5.81213 -0.00237
C -2.00422 -3.46568 0.83728
C -1.07002 -2.79303 1.60162
C -0.67015 -1.52290 1.22658
Br 0.57930 -0.61979 2.34902
C -1.14481 -0.84782 0.09526
O -0.72617 0.35542 -0.23126
C -2.12111 -1.52491 -0.68076
C -2.50325 -2.79648 -0.28068
C -2.80408 -0.95764 -1.93877
C -4.32000 -0.89581 -1.69514
C -2.36158 0.44639 -2.36341
C -2.51214 -1.89444 -3.12283
H -2.20343 -6.43805 2.61910
H -2.03936 -4.81972 3.30104
H -0.74575 -5.49869 2.29873
H -4.38902 -5.83258 1.64883
H -4.55518 -4.47032 0.53860
H -4.25537 -4.17209 2.25142
H -2.55424 -6.82161 0.22058
H -1.12760 -5.85651 -0.19364
H -2.69155 -5.47935 -0.91788
H -0.64268 -3.22945 2.49250
H -3.24656 -3.30727 -0.87957
H -4.54353 -0.22760 -0.86146
H -4.74260 -1.87409 -1.46571
H -4.82397 -0.51277 -2.58545
H -2.52998 1.18450 -1.58025
H -2.94406 0.73100 -3.24442
H -1.30757 0.46441 -2.63199
H -2.87872 -2.90636 -2.94999
H -1.43760 -1.95215 -3.30526
H -2.99293 -1.51250 -4.02665
C 3.70652 -0.26985 -3.24427
C 4.03004 -0.15834 -1.74857
C 4.28436 -1.55653 -1.17032
C 5.27323 0.71778 -1.55306
C 2.88427 0.44941 -1.05150
C 1.93434 0.93921 -0.47973
H 4.54424 -0.72485 -3.77752
H 3.51850 0.71521 -3.67420
H 2.82047 -0.88604 -3.39969
H 5.12907 -2.02540 -1.67978
H 3.40486 -2.18815 -1.29577
H 4.50951 -1.49628 -0.10485
H 6.12763 0.27862 -2.07265
H 5.51919 0.80335 -0.49331
H 5.10429 1.72022 -1.94829
Cl -1.96705 5.62029 2.44093
C -2.54051 3.94174 2.67936
Cl -3.88472 3.58898 1.59263
C -1.31292 3.02116 2.49649
O -0.59246 2.89450 3.47521
O -1.20106 2.50351 1.33947
H -2.89925 3.87351 3.69955
O 1.54957 2.84226 1.51522
S 2.19457 3.52083 2.70061
C 2.11430 2.34135 4.08639
C 3.53521 1.89090 4.39984
C 4.26715 1.84945 3.06188
C 3.95589 3.18922 2.40799
H 1.49123 1.54324 3.69158
H 1.56797 2.80418 4.90395
H 3.52395 0.92537 4.90613
H 4.02722 2.60529 5.06441
H 3.88893 1.03947 2.43276
H 5.34163 1.71102 3.18401
H 4.07326 3.20771 1.32545
H 4.52345 4.00926 2.85295
I 0.11441 2.61857 -5.51883
C -0.25558 3.38733 -3.62066
C -0.92253 4.58852 -3.44491
C -1.14702 5.02907 -2.15099
C -0.71186 4.25267 -1.09186
N -0.07147 3.09587 -1.26993
C 0.16071 2.67228 -2.51210
H -1.25964 5.16475 -4.29580
H -1.66540 5.95777 -1.95928
H -0.89290 4.55003 -0.06858
H 0.69675 1.73541 -2.60342
*
```

energy relative to the best compared isomer or geometry (same formula, charge and spin)	2.12	kcal per mole
gap between HOMO and LUMO (spin up / spin down)	7.205 / 7.714	eV
lowest unoccupied orbital energy (spin up / spin down)	-0.00956 / 0.00702	hartree
expectation value of S²	6.0572
highest occupied orbital energy (spin up / spin down)	-7.47 / -7.52	eV

Atomic partial charges in e from the Löwdin method, atoms 1 to 4: number 1, Mn, carries 0.800; number 2, C, carries -0.071; number 3, C, carries -0.560; number 4, C, carries -0.046


DFT (ωB97M-V/def2-TZVPD) results for a structure of composition C31H42BrN3P2Pb in a non-equilibrium geometry.

Structure (ORCA input):
```
! RIJCOSX wB97M-V def2-TZVPD def2/J DEFGRID3
* xyz 4 1
C 2.32599 -6.25216 -2.92588
C 1.73695 -5.22476 -3.68501
C 1.25590 -5.55404 -4.96795
C 1.33314 -6.89117 -5.39023
N 1.86504 -7.85828 -4.64565
C 2.36405 -7.54969 -3.44946
C 1.71890 -3.85701 -3.16464
C 1.62686 -2.99575 -2.19887
C 1.21887 -2.10744 -1.15380
C 1.33265 -2.26841 0.25272
C 0.93919 -1.23943 1.12341
C 0.66124 0.05029 0.63675
C 0.74966 0.22684 -0.74922
C 0.68251 -0.87485 -1.59217
Pb 2.28837 -1.92692 -3.98556
P -2.20571 0.61015 2.55198
H 0.83659 -4.79770 -5.63650
H 2.76982 -6.04001 -1.95295
H 0.95093 -7.17549 -6.37169
H 2.82007 -8.35163 -2.86875
H 0.19680 -0.78395 -2.57619
H 1.71299 -3.20881 0.64782
H 0.85735 1.20971 -1.19892
H 0.85155 -1.42517 2.18892
C -3.15677 1.84253 3.52163
C -4.48447 2.32743 2.94587
H -2.45481 2.68823 3.61015
H -3.29567 1.43472 4.53338
H -5.04926 2.85037 3.72443
H -4.32871 3.04457 2.13412
H -5.11620 1.51187 2.57950
C -2.96865 0.48651 0.89190
C -3.40875 -0.88938 0.40873
H -2.21506 0.89608 0.20207
H -3.81369 1.18622 0.88896
H -3.81848 -0.78830 -0.60414
H -2.57732 -1.60372 0.35168
H -4.20165 -1.31407 1.03570
C -2.36263 -1.02367 3.37531
C -3.74589 -1.34036 3.94753
H -1.60726 -1.02323 4.18189
H -2.04975 -1.79341 2.65024
H -3.73958 -2.36157 4.34918
H -4.00726 -0.66793 4.77310
H -4.54327 -1.29743 3.19478
Br 0.35639 1.59115 1.67561
P 0.50509 2.86933 -3.43954
C -0.89058 2.66071 -2.21911
C -1.86914 3.83907 -2.25983
H -0.50459 2.55908 -1.19496
H -1.40702 1.72857 -2.49289
H -2.80355 3.55062 -1.75802
H -1.46278 4.71465 -1.73427
H -2.09980 4.12700 -3.29442
C 1.95707 3.10789 -2.31906
C 2.47834 4.55176 -2.38097
H 2.72981 2.39073 -2.63808
H 1.66999 2.89241 -1.27927
H 3.09891 4.74500 -1.49964
H 3.08917 4.71976 -3.27311
H 1.65519 5.27563 -2.38248
C 0.62170 1.28158 -4.32905
C 0.27598 1.41179 -5.81644
H -0.08378 0.58901 -3.85086
H 1.65928 0.93750 -4.18570
H 0.62294 0.52306 -6.35724
H -0.80931 1.49114 -5.95787
H 0.73959 2.29601 -6.27109
N 3.84103 1.60333 8.90085
C 3.46218 1.52533 7.79516
C 2.99405 1.42028 6.42994
C 3.82153 1.76973 5.35876
C 3.30857 1.64610 4.05939
N 2.08836 1.19114 3.83370
C 1.28089 0.87243 4.83836
C 1.69530 0.96233 6.17226
H 4.83610 2.13484 5.51237
H 3.91860 1.92317 3.20101
H 0.27037 0.53020 4.59899
H 1.00951 0.68785 6.97329
*
```

energy relative to the best compared isomer or geometry (same formula, charge and spin)	30.86	kcal per mole
gap between HOMO and LUMO (spin up / spin down)	3.004 / 2.987	eV
lowest unoccupied orbital energy (spin up / spin down)	-0.53641 / -0.53705	hartree
highest occupied orbital energy (spin up / spin down)	-17.60 / -17.60	eV

Atomic partial charges in e from the Löwdin method, atoms 1 to 4: number 1, C, carries 0.030; number 2, C, carries -0.220; number 3, C, carries 0.012; number 4, C, carries -0.059


Number 1: energy -63520.7412 eV. Number 2: energy -187852.9612 eV. Number 3: energy -131117.3905 eV.